(1)
{"formula": "C19H21NO4S2", "method": "the ωB97M-V functional and the def2-TZVPD basis", "elements": ["C", "C", "C", "C", "C", "C", "S", "O", "O", "C", "C", "C", "C", "C", "C", "C", "C", "S", "O", "O", "H", "H", "H", "H", "H", "H", "H", "H", "H", "H", "C", "C", "C", "C", "C", "N", "H", "H", "H", "H", "H", "H", "H", "H", "H", "H", "H"], "coordinates": [[-0.330856, 0.865840, 4.551189], [0.737923, 0.805786, 3.654775], [0.666858, -0.084583, 2.586354], [-0.430767, -0.908743, 2.407331], [-1.502354, -0.853288, 3.298501], [-1.448494, 0.042459, 4.369400], [-0.354864, -2.016077, 0.989301], [0.011798, -3.353148, 1.406024], [-1.510242, -1.801268, 0.125928], [1.072281, -1.279126, 0.202621], [1.355341, -1.394647, -1.103763], [2.518496, -0.712502, -1.642899], [3.779137, -0.836481, -1.008213], [4.861086, -0.061692, -1.414502], [4.733855, 0.824524, -2.489201], [3.519143, 0.893298, -3.181870], [2.431172, 0.113799, -2.786750], [1.964755, -0.207932, 1.340361], [2.153163, 1.111485, 0.782877], [3.067119, -0.944400, 1.924988], [-0.285753, 1.561030, 5.389307], [1.619368, 1.434746, 3.766343], [-2.356913, -1.506213, 3.134365], [-2.285765, 0.095893, 5.065006], [0.570208, -1.811352, -1.866711], [3.914603, -1.584054, -0.226173], [5.801628, -0.150012, -0.870709], [5.577356, 1.449843, -2.786478], [3.413862, 1.563987, -4.035935], [1.474362, 0.181997, -3.313913], [-1.745103, -3.145062, -3.708572], [-0.256992, -2.909369, -3.558280], [0.620777, -3.993370, -4.196097], [1.526040, -4.574712, -3.101565], [1.010595, -4.062829, -1.756845], [0.126063, -2.882914, -2.073696], [-2.036954, -3.031888, -4.760285], [-2.012369, -4.166190, -3.400305], [-2.334146, -2.430232, -3.120552], [0.012934, -1.920604, -3.953596], [-0.001110, -4.784741, -4.633075], [1.216752, -3.568863, -5.013288], [1.526662, -5.670020, -3.117745], [2.561445, -4.245885, -3.246588], [0.385928, -4.812522, -1.249007], [1.803668, -3.755836, -1.068296], [-0.714603, -2.887087, -1.476967]], "atomic_forces_ev_per_a": [[0.168, -0.137, -0.253], [-0.139, -0.101, -0.018], [0.197, -0.016, -0.355], [-0.186, -0.122, 0.089], [0.091, -0.023, -0.055], [0.073, -0.150, -0.216], [0.688, 0.713, -0.515], [-0.654, 0.454, -0.040], [0.290, -0.455, 0.780], [0.247, 0.371, 0.125], [2.088, 5.621, 2.514], [1.545, 0.220, 0.066], [-0.025, -0.049, -0.614], [-0.102, -0.032, -0.155], [-0.260, -0.138, 0.135], [0.035, -0.114, 0.097], [-0.071, -0.158, 0.482], [-0.189, -0.524, 0.415], [0.035, -0.631, 0.304], [-0.268, 0.646, -0.005], [-0.061, -0.203, -0.214], [-0.235, -0.083, 0.007], [0.089, 0.184, 0.135], [0.232, -0.011, -0.184], [1.178, 0.532, 1.045], [-0.111, 0.383, -0.086], [-0.176, 0.044, -0.218], [-0.266, -0.193, 0.049], [0.049, -0.186, 0.229], [0.325, 0.038, 0.145], [-0.315, -0.026, -0.357], [0.078, -0.334, 1.324], [0.004, -0.090, -0.321], [0.486, 0.044, 0.078], [-1.157, 0.380, -0.176], [-4.231, -6.243, -3.982], [-0.008, -0.024, 0.160], [0.089, 0.255, 0.009], [0.143, -0.130, -0.093], [-0.083, -0.059, 0.043], [0.015, 0.221, 0.090], [-0.130, -0.153, 0.153], [0.058, 0.229, -0.012], [-0.168, -0.074, 0.001], [0.350, 0.204, -0.045], [-0.066, 0.017, -0.076], [0.350, -0.097, -0.483]], "lowdin_charge": [-0.0523, -0.0311, -0.2460, -0.2476, -0.0346, -0.0561, 0.7271, -0.2884, -0.3129, -0.3111, -0.0968, -0.2150, -0.0558, -0.0692, -0.0822, -0.0836, -0.0261, 0.7171, -0.2712, -0.2999, 0.1124, 0.1278, 0.1246, 0.1114, -0.0258, 0.1100, 0.1087, 0.1017, 0.1017, 0.1087, -0.0567, -0.3138, -0.1358, -0.1499, -0.1247, -0.0481, 0.0846, 0.0905, 0.0843, 0.1329, 0.1107, 0.1131, 0.1101, 0.1105, 0.1265, 0.1158, 0.1045], "homo_ev": -7.33, "e_above_lowest_kj_mol": 398.32, "fmax_ev_per_a": 8.528}



(2)
{"formula": "C4H13NO3", "method": "the ωB97M-V functional and the def2-TZVPD basis", "elements": ["C", "C", "C", "O", "N", "C", "O", "H", "H", "H", "H", "H", "H", "H", "H", "H", "H", "H", "H", "H", "O"], "coordinates": [[0.943498, 0.342570, 0.644620], [0.854778, -0.714253, -0.507659], [2.113999, -1.549187, -0.774567], [-0.013612, -1.787368, 0.049424], [-0.146522, 1.357296, 0.902214], [-1.259422, 0.772544, 1.648489], [-1.908728, -0.311636, 0.999831], [1.845879, 0.847075, 0.324558], [1.152589, -0.045646, 1.558008], [0.427341, -0.157982, -1.409804], [2.026695, -2.642226, -0.666275], [2.946863, -1.063662, -0.420741], [2.298001, -1.422963, -1.916895], [-0.702591, -1.476960, 0.641615], [-0.491106, 2.040273, 0.328309], [-0.926859, 0.223890, 2.584964], [-2.112336, 1.484351, 1.762298], [-2.587489, 0.118854, 0.295437], [-1.455818, 1.359435, -2.758857], [-1.218472, 1.483622, -1.353118], [-1.786689, 1.141975, -1.931851]], "atomic_forces_ev_per_a": [[-1.028, 4.400, -1.547], [-2.669, -3.520, 0.296], [-1.216, 0.653, -4.458], [1.879, 1.295, -1.255], [1.398, -5.754, 1.526], [-1.517, -0.708, 1.819], [-2.136, 1.794, -3.041], [0.250, 0.680, -0.154], [0.345, -1.722, 2.601], [0.311, -0.946, 1.186], [-0.094, 0.842, 0.739], [2.187, 0.515, 1.469], [-0.276, -0.308, 1.624], [-1.038, 0.554, -0.362], [-0.014, 2.331, -2.253], [-0.035, 1.585, -0.754], [1.444, 0.182, 0.679], [2.248, -1.892, 2.020], [0.707, 0.612, -2.712], [3.478, 2.218, 3.446], [-4.224, -2.810, -0.867]], "lowdin_charge": [-0.0352, -0.2645, -0.0097, 0.0347, 0.1580, -0.2145, -0.0746, 0.1514, 0.1086, 0.1620, 0.1116, 0.0503, 0.1284, 0.0496, 0.0986, 0.1709, 0.1588, 0.1954, 0.0361, -0.0744, 0.0584], "homo_ev": [-15.58, -14.63], "spin_multiplicity": 2, "e_above_lowest_kj_mol": 368.84, "total_charge": 1, "fmax_ev_per_a": 6.115}



(3)
{"formula": "C21H45BrCaCl4FN2O4PSi2", "method": "the ωB97M-V functional and the def2-TZVPD basis", "elements": ["C", "C", "O", "C", "C", "O", "C", "Si", "O", "Si", "C", "C", "C", "C", "C", "P", "O", "C", "C", "C", "C", "H", "H", "H", "H", "H", "H", "H", "H", "H", "H", "H", "H", "H", "H", "H", "H", "H", "H", "H", "H", "H", "H", "H", "H", "H", "H", "H", "H", "H", "H", "H", "H", "H", "H", "H", "C", "C", "C", "C", "N", "H", "H", "H", "H", "H", "H", "H", "Ca", "F", "C", "Cl", "Cl", "Cl", "Cl", "C", "C", "N", "H", "H", "H", "Br"], "coordinates": [[-4.125413, 3.418696, -4.457850], [-2.900068, 2.715214, -5.295843], [-2.092096, 1.781153, -4.491598], [-0.783641, 1.741182, -5.165938], [0.092382, 0.382686, -4.755856], [1.248291, 0.879919, -3.975059], [1.912768, -0.209762, -3.242832], [1.112404, -0.547268, -1.481902], [2.435637, -1.049511, -0.441250], [1.852444, -1.446636, 1.198180], [2.109465, -3.388167, 1.354667], [1.735726, -3.970975, 2.840293], [0.719184, -5.256893, 2.850103], [-0.624880, -5.026064, 1.913236], [0.146311, -5.369873, 4.417296], [-0.281761, -1.035638, 1.511281], [-1.262843, -2.082401, 0.775432], [3.031337, -0.464170, 2.405342], [3.154731, 1.146340, 2.012039], [2.711585, -0.715721, 3.993264], [1.315355, 0.007980, 4.524892], [-3.847882, 4.510341, -4.136272], [-5.072637, 3.396435, -5.150940], [-4.420026, 2.828397, -3.472932], [-2.212241, 3.607165, -5.685144], [-3.363094, 2.121285, -6.192657], [-0.972314, 1.809660, -6.323114], [-0.155168, 2.684358, -4.832600], [-0.624317, -0.327338, -4.162299], [0.408361, -0.169070, -5.742517], [1.835232, -1.200981, -3.886787], [3.072917, -0.017790, -3.050517], [0.218109, -1.715712, -1.683099], [0.325452, 0.574134, -0.988484], [1.595867, -3.958547, 0.471479], [3.283719, -3.536834, 1.207122], [1.202325, -3.115108, 3.470154], [2.749658, -4.334781, 3.354057], [1.273913, -6.279714, 2.617375], [-1.337737, -5.980708, 1.963926], [-1.270384, -4.140288, 2.384735], [-0.386699, -4.810027, 0.783484], [-0.312433, -4.293414, 4.639988], [1.043611, -5.547403, 5.164200], [-0.731844, -6.134898, 4.528975], [-0.692224, 0.301623, 1.068527], [-0.685337, -1.092860, 2.922830], [4.117879, -0.911473, 2.197370], [3.941194, 1.194242, 1.129183], [2.111816, 1.620343, 1.741008], [3.655032, 1.654605, 2.969431], [3.586254, -0.172791, 4.597008], [2.788780, -1.858014, 4.324949], [0.845177, 0.674949, 3.656350], [0.546699, -0.878630, 4.712718], [1.437324, 0.587069, 5.534265], [0.637226, 3.368304, -1.685979], [0.235077, 4.837733, -1.607856], [0.851469, 5.560273, -0.408360], [0.389304, 4.901288, 0.881018], [0.005946, 4.354534, 1.950682], [0.285788, 2.806175, -0.815072], [0.197604, 2.900772, -2.572747], [1.726282, 3.262386, -1.748872], [-0.858791, 4.903864, -1.560104], [0.548254, 5.341367, -2.529000], [0.544586, 6.611419, -0.404831], [1.945141, 5.525978, -0.458957], [-3.924876, 0.896961, -3.822628], [-1.496627, -1.398183, -5.686879], [-3.097575, -4.091883, -3.587481], [-3.365280, -4.996246, -2.075796], [-4.274056, -4.625003, -4.814772], [-3.306622, -2.349112, -3.281897], [-1.444255, -4.397321, -4.177441], [-2.146041, 4.355914, 4.450927], [-2.789755, 3.192648, 5.187789], [-3.323724, 2.227657, 5.799085], [-1.677448, 3.999949, 3.529357], [-2.903838, 5.103067, 4.199643], [-1.383365, 4.820543, 5.081835], [3.163673, -5.711406, 3.538666]], "atomic_forces_ev_per_a": [[-0.143, 0.041, -0.114], [-0.428, 1.603, -0.730], [0.153, 1.865, -1.413], [2.836, -0.839, -0.693], [-0.805, 0.771, -0.314], [-0.529, -1.109, -0.245], [0.790, -0.998, -0.227], [2.272, -1.750, -1.079], [-3.317, 0.804, 1.035], [4.075, -1.460, -1.010], [0.854, -0.444, 0.178], [-4.337, 2.643, -2.391], [-2.435, -0.138, 0.463], [-0.433, -0.076, 0.625], [0.118, 1.194, -0.460], [-5.978, -2.463, -1.222], [3.006, 2.838, 1.490], [0.838, 0.154, 0.415], [0.802, -0.933, 0.690], [0.923, 1.038, 1.023], [-0.510, -1.426, -0.637], [-0.641, -2.284, -0.550], [1.728, 0.284, 1.438], [0.291, 2.208, -1.458], [-1.591, -2.171, 0.728], [1.076, 1.074, 1.326], [0.323, -0.435, 2.300], [-1.405, -1.788, -0.556], [1.493, 1.104, -1.186], [-0.638, 1.008, 2.127], [0.256, 1.884, 1.306], [-2.455, 0.030, -0.796], [-0.040, 0.194, 0.255], [0.006, 0.411, 0.195], [0.843, 1.081, 1.706], [-2.295, 0.297, 0.153], [0.855, -1.513, -0.972], [-1.744, 4.312, -0.600], [-1.881, 2.599, -0.076], [1.703, 1.868, -0.090], [1.483, -1.762, -1.322], [-0.513, -0.288, 2.321], [0.877, -2.245, -0.280], [-2.107, 0.165, -1.497], [1.869, 1.248, -0.222], [0.701, -0.598, 0.739], [0.851, 0.480, -1.003], [-2.314, 0.756, 0.434], [-1.945, 0.182, 1.680], [2.229, -0.741, 0.537], [-1.290, -0.775, -2.179], [-1.686, -1.166, -1.359], [-0.366, 2.530, -0.977], [1.085, -1.147, 2.090], [1.441, 2.026, -0.254], [-0.147, -0.991, -2.152], [-0.085, 0.027, -0.057], [-0.087, -0.351, -0.213], [-0.546, -0.489, 0.796], [-2.413, -3.492, 7.386], [3.063, 4.318, -8.655], [0.081, 0.146, -0.053], [0.202, -0.015, 0.144], [-0.169, -0.071, -0.032], [0.136, 0.133, 0.054], [0.000, 0.092, 0.185], [0.054, -0.163, 0.243], [-0.164, -0.074, 0.171], [0.412, -2.946, 0.018], [-0.847, 0.520, 0.193], [0.485, -0.814, -0.317], [0.047, 0.412, -0.407], [0.239, 0.218, 0.304], [-0.075, 0.211, 0.286], [-0.712, 0.246, 0.257], [-0.580, -1.038, 0.582], [-3.544, -6.342, 4.069], [4.267, 7.715, -4.906], [-0.078, 0.003, 0.260], [0.031, -0.185, 0.118], [-0.136, -0.169, -0.053], [6.615, -7.042, 2.438]], "lowdin_charge": [-0.1409, -0.2983, -0.4522, -0.1253, -0.1757, -0.3004, -0.2894, 0.5757, -0.4131, 0.4232, -0.2410, -0.4541, -0.5058, -0.1250, -0.1466, 0.6197, -0.5955, -0.4157, -0.1378, -0.2614, -0.1437, 0.1198, 0.1114, -0.0121, 0.1676, 0.1465, 0.1485, 0.1439, 0.0990, 0.1395, 0.1148, 0.1088, -0.0078, -0.0484, 0.0886, 0.0989, 0.0922, -0.3041, 0.0443, 0.0833, 0.0773, 0.0649, 0.0763, 0.0495, 0.0781, -0.0262, -0.0008, 0.1290, 0.0862, 0.0647, 0.0926, 0.1095, 0.1096, 0.0620, 0.0594, 0.0804, -0.1176, -0.2747, -0.1849, -0.1294, 0.1257, 0.0460, 0.0453, 0.0946, 0.1056, 0.1096, 0.1139, 0.1207, 1.3507, -0.6984, -1.9902, 0.5255, 0.5114, 0.4227, 0.5385, -0.1001, -0.2158, 0.0759, 0.0152, 0.0719, 0.0755, 0.5182], "homo_ev": -4.64, "fmax_ev_per_a": 10.146}